C55H44FN6O3ReS6 as an isolated structure. Source: the Open Molecules 2025 dataset; level of theory: wB97M-V/def2-TZVPD.

Structure (XYZ):
```
116
C55H44FN6O3ReS6, DFT wB97M-V/def2-TZVPD
Re 1.44575 -0.06604 0.25309
O 1.71287 0.43485 2.17180
N 2.40808 1.54118 2.54121
C 2.69134 1.65278 3.85558
C 3.41471 2.71391 4.31150
C 3.86441 3.66907 3.38922
C 3.55253 3.53435 2.06265
C 2.78907 2.44181 1.61995
S 2.38734 2.14942 -0.01467
H 2.31183 0.85123 4.46901
H 3.64824 2.78103 5.36243
H 4.47679 4.49629 3.71780
H 3.91890 4.22257 1.31617
N -0.42957 0.92452 0.53906
S -1.49784 1.79961 0.12254
N -3.01771 1.14602 0.06486
S -3.35957 0.04008 -0.95891
N -2.34317 -1.00484 -1.46029
S -1.18071 -1.83557 -0.63685
N 0.18718 -1.32992 -0.73711
C -1.29911 -3.40335 -1.46513
C -0.68498 -4.48174 -0.84165
C -0.66760 -5.70486 -1.48833
C -1.24493 -5.83636 -2.74521
C -1.83387 -4.74574 -3.36432
C -1.86731 -3.51352 -2.72385
C -1.91158 -2.18935 0.95670
C -2.99613 -3.06540 0.97920
C -3.61297 -3.34661 2.18386
C -3.15242 -2.75222 3.35302
C -2.07139 -1.88738 3.31610
C -1.43622 -1.59808 2.11480
C -3.95606 0.74392 -2.47280
C -3.25326 0.58007 -3.65413
C -3.71937 1.22256 -4.79322
C -4.86267 2.00288 -4.73674
C -5.55237 2.15971 -3.53938
C -5.09789 1.53322 -2.39348
C -4.78498 -0.72374 -0.25014
C -5.40661 -1.70152 -1.01981
C -6.52414 -2.33543 -0.50876
C -7.00409 -1.98598 0.74960
C -6.36587 -1.01422 1.50397
C -5.24232 -0.36793 1.00649
C -1.85103 3.15955 1.20903
C -0.71873 3.82568 1.65900
C -0.86951 4.89308 2.52907
C -2.13678 5.28013 2.94020
C -3.25996 4.60561 2.48124
C -3.12579 3.53677 1.60736
C -1.31946 2.57713 -1.47293
C -0.30139 2.13208 -2.29833
C -0.16554 2.69194 -3.56315
C -1.04252 3.67938 -3.97987
C -2.06331 4.11585 -3.14171
C -2.20788 3.56725 -1.88068
H -0.21642 -4.36552 0.12782
H -0.19554 -6.55414 -1.01482
H -1.23119 -6.79536 -3.24444
H -2.26618 -4.84878 -4.35001
H -2.32429 -2.65645 -3.19524
H -3.34204 -3.54081 0.07131
H -4.44806 -4.03334 2.20981
H -3.63392 -2.97409 4.29558
H -1.70509 -1.43445 4.22698
H -0.59938 -0.91628 2.09719
H -2.35878 -0.02468 -3.67596
H -3.18203 1.11142 -5.72484
H -5.22250 2.49409 -5.63041
H -6.44397 2.76990 -3.50114
H -5.62501 1.65048 -1.45509
H -5.01366 -1.96873 -1.99296
H -7.02222 -3.10018 -1.08816
H -7.88534 -2.47619 1.14016
H -6.73822 -0.75848 2.48628
H -4.71516 0.37745 1.58431
H 0.26238 3.50444 1.32772
H 0.00485 5.41958 2.88645
H -2.25111 6.11067 3.62354
H -4.24591 4.91249 2.80322
H -3.99385 3.00514 1.24634
H 0.38083 1.36267 -1.96163
H 0.63501 2.36062 -4.21041
H -0.92958 4.12003 -4.96155
H -2.74052 4.89297 -3.47020
H -2.99214 3.90972 -1.21797
F 7.25946 -2.74793 3.06193
C 5.99465 -2.57155 2.63252
C 5.62466 -3.08087 1.40425
C 4.32216 -2.88221 0.97110
C 3.40036 -2.16392 1.73336
C 2.01897 -1.92851 1.21873
C 3.80922 -1.70791 2.98541
C 5.10055 -1.90196 3.44389
H 6.34636 -3.62439 0.80909
H 4.01890 -3.27948 0.01102
H 1.31190 -1.97246 2.05098
H 1.77507 -2.70270 0.49074
H 3.09436 -1.19471 3.61242
H 5.43048 -1.52644 4.40234
O 6.10820 2.49788 0.79053
S 6.19825 1.07208 0.95032
O 6.74882 0.55034 2.16359
N 4.69831 0.43414 0.66209
C 4.64496 -0.11825 -0.50307
S 3.21884 -0.74609 -1.22936
C 5.95295 -0.23927 -1.22310
C 6.25157 -0.86949 -2.41658
C 7.57800 -0.88301 -2.83315
C 8.57514 -0.28316 -2.07076
C 8.27361 0.35513 -0.87200
C 6.95341 0.35828 -0.47844
H 5.47427 -1.34097 -3.00244
H 7.84168 -1.37336 -3.76050
H 9.60102 -0.31730 -2.41172
H 9.04245 0.81818 -0.27014
```

Output
E = -142677.8784 eV
HOMO-LUMO gap (spin up / spin down) = 0.2354 / 0.2248 hartree
<S²> = 0.82
HOMO energy (spin up / spin down) = -0.330 / -0.319 Ha
Relative energy (zero: lowest compared OMol25 entry of this formula, charge and spin) = 0.2925 eV
2S+1 = 2
Charge = +1

C55H44N7O9PmS2 as an isolated structure. Source: the Open Molecules 2025 dataset; level of theory: wB97M-V/def2-TZVPD.

Structure (XYZ):
```
118
C55H44N7O9PmS2, DFT wB97M-V/def2-TZVPD
Pm -15.07237 10.14578 12.30490
O -12.98305 8.99196 16.17827
C -13.51566 9.08851 15.08853
O -14.12087 10.11127 14.58516
C -13.37234 7.92956 14.09667
C -12.88896 6.67123 14.46357
C -12.54932 5.77144 13.41453
C -12.74838 6.16327 12.07397
C -13.30184 7.42139 11.86169
N -13.55772 8.27135 12.84314
C -13.62062 7.94277 10.48512
O -13.37544 7.29120 9.52146
O -14.13255 9.16094 10.51639
H -12.74948 6.44643 15.51291
H -12.14299 4.79505 13.59972
H -12.55591 5.58436 11.19480
C -9.60557 15.16411 13.47943
C -10.90612 14.35489 13.62355
C -11.02545 12.39882 12.30116
C -11.87413 11.67661 13.37779
C -13.60473 13.23375 14.50407
C -13.40487 14.55377 14.45042
C -11.97071 14.87160 14.63020
S -15.24362 12.58200 14.77043
O -16.12027 13.80186 14.73408
C -14.95389 11.99440 16.45751
C -13.86321 12.48061 17.22049
C -13.58231 11.98065 18.45093
C -14.42815 11.04864 19.05345
C -14.20761 10.52634 20.36145
C -15.05682 9.65572 20.91830
C -16.21115 9.21304 20.20067
C -16.46616 9.71828 18.97614
C -15.58956 10.64698 18.36346
C -15.88541 11.19018 17.06796
C -17.32658 11.06606 16.68441
C -18.15297 12.03934 17.32923
C -17.65126 13.08717 18.14167
C -18.47880 13.93338 18.80851
C -19.86663 13.81764 18.69295
C -20.41007 12.85650 17.87877
C -19.58631 11.92107 17.20886
C -20.10141 10.87672 16.39713
C -19.29516 10.00097 15.73814
C -17.88462 10.10631 15.86514
S -16.78826 8.91646 15.07944
O -15.94412 8.35547 16.17956
C -17.97261 7.62479 14.60495
C -17.92485 6.43422 15.31417
C -18.64749 5.30895 14.90535
C -19.50387 5.44063 13.79621
C -20.24080 4.28683 13.20269
C -19.60812 6.67662 13.15281
C -18.83513 7.75219 13.53264
H -8.76683 14.58694 13.03228
H -9.27490 15.62803 14.40699
H -9.82949 15.95791 12.76230
H -9.98023 12.13963 12.19246
H -11.43376 10.75234 13.73078
H -14.20598 15.28223 14.41326
H -11.69935 15.71077 15.25407
H -13.17962 13.13699 16.71905
H -12.73403 12.35942 19.03699
H -13.32625 10.84986 20.93565
H -14.87552 9.25451 21.90733
H -16.87850 8.49725 20.65157
H -17.30769 9.36915 18.36588
H -16.58071 13.20719 18.23572
H -18.06199 14.70696 19.42436
H -20.50183 14.53566 19.16581
H -21.46774 12.75574 17.73298
H -21.17305 10.68688 16.34211
H -19.77447 9.24101 15.17060
H -17.30056 6.40674 16.21107
H -18.48382 4.31754 15.35317
H -20.05027 3.39986 13.78765
H -19.94642 4.04213 12.12390
H -21.33458 4.43423 13.19237
H -20.22522 6.78742 12.29641
H -18.76815 8.64284 12.87659
N -11.32753 13.82422 12.38298
C -11.26063 13.56821 14.83553
C -12.31871 12.45610 14.60641
N -12.81671 11.33273 12.24665
C -11.98787 11.72256 11.38648
H -10.90251 14.31355 11.63856
H -10.59937 13.43304 15.65264
H -12.37771 11.74097 15.41793
H -12.04772 11.55262 10.31669
N -13.33894 13.84669 7.83140
C -13.75771 14.74739 8.78504
O -13.33272 15.87033 8.91653
C -14.82387 14.23466 9.77125
C -15.61852 15.17088 10.40996
C -16.46398 14.73588 11.39320
C -16.38235 13.37288 11.79207
N -15.51811 12.50517 11.26016
C -14.79076 12.92198 10.21751
H -12.90472 14.20405 7.02189
H -13.97402 13.09082 7.66763
H -15.61268 16.22456 10.10797
H -17.16337 15.40782 11.91895
H -17.02384 13.05439 12.61394
H -14.15627 12.15480 9.76636
C -18.38187 10.31610 7.07531
N -17.98863 9.78701 8.38672
C -17.89160 8.44243 8.48737
C -17.34970 7.86215 9.55552
C -17.00786 8.75128 10.67545
O -16.48396 8.30124 11.74862
N -17.12991 10.08529 10.60270
C -17.63448 10.66184 9.45586
O -17.87867 11.84922 9.30550
H -18.00088 9.60970 6.32828
H -17.99333 11.32956 6.95724
H -19.46829 10.35885 6.97009
H -18.14406 7.86736 7.62117
H -17.20726 6.79674 9.67449
```

Output
E = -124835.6508 eV
HOMO-LUMO gap (spin up / spin down) = 0.3055 / 0.3057 hartree
<S²> = 6.00
HOMO energy (spin up / spin down) = -0.298 / -0.298 Ha
2S+1 = 5

C55H46AsBrCsF5N2OP2Te as an isolated structure. Source: the Open Molecules 2025 dataset; level of theory: wB97M-V/def2-TZVPD.

Structure (XYZ):
```
115
C55H46AsBrCsF5N2OP2Te, DFT wB97M-V/def2-TZVPD
Cs -1.65226 0.51128 -0.28208
Br 3.74348 7.42093 -0.38948
C 2.11489 6.45821 -0.30930
C 1.97280 5.29862 -1.05567
C 0.79588 4.57572 -0.98150
C -0.25376 5.03140 -0.18944
C -0.09223 6.19338 0.56242
C 1.09361 6.90849 0.50773
N -1.42853 4.26263 -0.10325
C -2.54782 4.85030 -0.13294
C -3.80626 4.11543 0.12337
C -5.03637 4.74324 -0.00420
C -6.18785 4.02407 0.29368
C -6.06614 2.71558 0.72283
C -4.78507 2.17859 0.82293
N -3.68409 2.84662 0.52078
H 2.78343 4.95835 -1.68000
H 0.68370 3.65684 -1.54302
H -0.88558 6.51807 1.22188
H 1.22381 7.80184 1.10139
H -2.63554 5.92771 -0.31657
H -5.08898 5.77461 -0.32662
H -7.16050 4.48754 0.19768
H -6.92339 2.11020 0.97720
H -4.64940 1.15866 1.17105
C -4.11135 -6.51640 -0.26477
C -5.19155 -5.87212 0.32294
C -5.22159 -4.48704 0.38893
C -4.17018 -3.74385 -0.13678
C -3.08195 -4.39171 -0.71295
C -3.05675 -5.77743 -0.77867
As -4.11938 -1.80639 -0.13650
C -5.31725 -1.42124 1.35602
C -4.73644 -1.41144 2.62329
C -5.49653 -1.09568 3.73937
C -6.84086 -0.77856 3.59843
C -7.42482 -0.78822 2.33995
C -6.66643 -1.10983 1.22143
C -5.32977 -1.42897 -1.62867
C -5.99783 -2.41297 -2.34968
C -6.80268 -2.07048 -3.42888
C -6.95386 -0.74205 -3.79602
C -6.29016 0.24771 -3.08467
C -5.47826 -0.09803 -2.01497
H -4.08707 -7.59753 -0.31031
H -6.00952 -6.44976 0.73447
H -6.06381 -3.98538 0.85302
H -2.24474 -3.81204 -1.08379
H -2.20298 -6.27682 -1.21537
H -3.68459 -1.65506 2.73413
H -5.03794 -1.09506 4.71922
H -7.43281 -0.52959 4.46906
H -8.47623 -0.55402 2.22856
H -7.12823 -1.11933 0.24033
H -5.88624 -3.45406 -2.07262
H -7.31257 -2.84706 -3.98393
H -7.58153 -0.47891 -4.63720
H -6.39742 1.28724 -3.36798
H -4.95738 0.68628 -1.47214
C 3.87971 -1.58453 -0.33035
P 2.38473 -0.61432 0.09456
C 2.82275 0.48888 1.46217
C 2.40369 1.81561 1.50365
C 2.68773 2.60444 2.60655
C 3.38006 2.07084 3.68395
C 3.77952 0.74376 3.65850
C 3.49963 -0.04504 2.55479
C 2.14987 0.45581 -1.36229
C 1.24636 0.07802 -2.35521
C 1.18809 0.78054 -3.55323
C 2.04731 1.84216 -3.78544
C 2.95993 2.21421 -2.80768
C 2.99677 1.54171 -1.59822
P 5.40246 -0.72285 -0.92257
C 6.24584 -0.35185 0.66166
C 6.71823 -1.34299 1.51943
C 7.33030 -1.00457 2.71368
C 7.47938 0.33162 3.06495
C 7.02181 1.32580 2.21564
C 6.41471 0.98232 1.01537
C 6.40085 -2.16344 -1.46592
C 5.91425 -3.45433 -1.64168
C 6.73948 -4.46050 -2.13106
C 8.06090 -4.19263 -2.44362
C 8.55896 -2.90737 -2.26784
C 7.73458 -1.90473 -1.79108
H 3.50976 -2.20329 -1.15175
H 4.07024 -2.27459 0.49757
H 1.84929 2.24186 0.67670
H 2.36413 3.63667 2.62328
H 3.60111 2.68795 4.54454
H 4.30935 0.31596 4.49796
H 3.80398 -1.08189 2.55643
H 0.60007 -0.77874 -2.20711
H 0.48849 0.46965 -4.31886
H 2.02051 2.36678 -4.73188
H 3.66110 3.01554 -2.99857
H 3.71327 1.84009 -0.84382
H 6.61478 -2.38642 1.24303
H 7.69579 -1.78219 3.37158
H 7.95849 0.59407 3.99846
H 7.13991 2.36768 2.48174
H 6.06911 1.76024 0.34550
H 4.88924 -3.70011 -1.40046
H 6.34010 -5.45738 -2.26263
H 8.70112 -4.97733 -2.82321
H 9.59009 -2.68571 -2.51000
H 8.13134 -0.90337 -1.66577
F 0.04487 -0.36034 1.32253
Te 0.19139 -2.29364 0.69009
F 1.26917 -2.53300 2.19543
F 1.56417 -3.19764 -0.34040
F -0.30538 -4.09977 0.85574
F -1.33669 -2.18450 1.84324
O -0.73386 -1.86560 -0.79024
```

Output
E = -233697.5353 eV
HOMO-LUMO gap = 0.2790 hartree
HOMO energy = -0.301 Ha
Relative energy (zero: lowest compared OMol25 entry of this formula, charge and spin) = 0.7839 eV

C55H46GeOsP2Si as an isolated structure. Source: the Open Molecules 2025 dataset; level of theory: wB97M-V/def2-TZVPD.

Structure (XYZ):
```
106
C55H46GeOsP2Si, DFT wB97M-V/def2-TZVPD
Os -0.46569 -0.27699 -0.23590
C 1.15398 -3.04675 1.32153
Si 0.84537 -1.22535 1.59363
C -0.22455 -1.01598 3.10399
C 0.30522 -1.06032 4.39478
C -0.53670 -1.06447 5.49852
C -1.91679 -1.04434 5.32958
C -2.46192 -1.02043 4.05595
C -1.61370 -0.98610 2.95093
P -2.25863 -0.99323 1.27523
C -3.09291 0.53280 0.83579
C -3.47418 0.62457 -0.51395
C -4.11842 1.76414 -0.97497
C -4.38653 2.80233 -0.09317
C -4.00417 2.71365 1.24236
C -3.35018 1.58665 1.71327
C -3.38044 -2.34474 1.00534
C -4.75506 -2.16557 1.16568
C -5.59642 -3.26016 1.04987
C -5.07227 -4.51521 0.77313
C -3.70352 -4.69056 0.60241
C -2.85348 -3.60530 0.71728
C 2.34289 -0.07309 1.50100
C 3.73956 -0.59351 1.75858
C 4.87899 0.44419 1.57361
C 4.48627 1.88487 1.59394
C 3.21836 2.24992 1.42621
C 2.15607 1.24095 1.25589
P 0.49831 1.79608 0.77602
C 0.55718 2.80680 -0.69959
C -0.68101 3.21364 -1.20919
C -0.73633 3.98733 -2.35449
C 0.43652 4.33449 -3.01111
C 1.66563 3.91682 -2.51854
C 1.73136 3.15615 -1.36222
C -0.11783 2.82631 2.11902
C -0.08018 2.32680 3.42191
C -0.53091 3.10133 4.47599
C -1.01927 4.38080 4.23839
C -1.03810 4.88867 2.94730
C -0.58908 4.11799 1.88625
H 2.14632 -3.34854 1.65868
H 1.02488 -3.38238 0.29133
H 0.43233 -3.58041 1.94267
H 1.37535 -1.09631 4.55535
H -0.11939 -1.10114 6.49452
H -2.56636 -1.06391 6.19253
H -3.53724 -1.03775 3.92906
H -3.34994 -0.22593 -1.18365
H -4.43958 1.82618 -2.00520
H -4.91392 3.67975 -0.43990
H -4.23072 3.52280 1.92175
H -3.04754 1.52665 2.75061
H -5.17064 -1.18514 1.36569
H -6.66250 -3.13331 1.17163
H -5.73565 -5.36319 0.68331
H -3.30522 -5.66833 0.37469
H -1.78660 -3.73958 0.57424
H 3.77897 -1.17604 2.67856
H 5.69483 0.25947 2.27014
H 5.25611 2.62697 1.75920
H 2.93474 3.29521 1.44989
H -1.60109 2.94260 -0.70146
H -1.69144 4.31847 -2.73817
H 0.39500 4.93966 -3.90600
H 2.57467 4.20283 -3.02807
H 2.69488 2.86704 -0.96829
H 0.31574 1.34046 3.62573
H -0.48931 2.71372 5.48387
H -1.36523 4.98829 5.06249
H -1.39140 5.89318 2.76471
H -0.59832 4.54080 0.89044
C 0.29973 1.54539 -5.89780
C -0.64474 1.52266 -4.88354
C -0.41094 0.77766 -3.73687
C 0.75324 0.03104 -3.59865
C 1.69468 0.05561 -4.63206
C 1.47217 0.81274 -5.77091
Ge 1.03052 -1.20070 -2.12587
C 2.89048 -0.92723 -1.41280
C 3.38676 -1.82041 -0.46799
C 4.36979 -1.42851 0.53403
C 5.24746 -0.20940 0.19155
C 4.79508 0.53991 -0.99167
C 3.66398 0.21926 -1.70889
C 0.88721 -3.03807 -2.67306
C -0.37389 -3.50839 -3.05294
C -0.52757 -4.79025 -3.55214
C 0.57523 -5.62391 -3.67422
C 1.83286 -5.17039 -3.30526
C 1.98657 -3.88830 -2.79908
H 0.11822 2.11976 -6.79604
H -1.56533 2.07978 -4.99231
H -1.17877 0.76519 -2.96341
H 2.59110 -0.55249 -4.57796
H 2.20070 0.81415 -6.56965
H 2.96687 -2.81445 -0.42766
H 4.93168 -2.27336 0.92686
H 6.31617 -0.42024 0.09721
H 5.36674 1.41305 -1.28371
H 3.35703 0.86698 -2.52002
H -1.24373 -2.86317 -2.98313
H -1.50482 -5.14092 -3.85426
H 0.45591 -6.62367 -4.06906
H 2.69346 -5.81435 -3.42033
H 2.98692 -3.55230 -2.55894
```

Output
E = -143191.9371 eV
HOMO-LUMO gap (spin up / spin down) = 0.2411 / 0.1829 hartree
<S²> = 8.79
HOMO energy (spin up / spin down) = -0.561 / -0.579 Ha
2S+1 = 6
Charge = +3

Which of these has the highest E? C55H44N7O9PmS2